Molecular formula: C19H26N2Si
Method: DFT, ωB97M-V with the def2-TZVPD basis set

Computed properties:
- Total charge: 0
- Max |F|: 0.084 Eh/bohr
- Highest occupied orbital energy: -8.1 eV
- Calculated total energy: -30981.16532 eV
- LUMO level: 0.71 eV
- Frontier orbital gap: 8.82 eV
- Energy above the lowest of the compared OMol25 structures with the same formula, charge and spin: 103.7 kJ/mol

Geometry (Å):
N (1.126, 2.254, -3.803)
C (0.450, 1.360, -0.210)
C (0.645, 2.326, 0.707)
C (2.364, 1.795, -3.853)
C (0.558, 2.184, -2.590)
C (3.060, 1.136, -2.918)
C (2.475, 1.019, -1.713)
C (-1.681, 0.347, 0.665)
C (-0.061, -1.105, -0.250)
C (-2.434, -0.756, 0.970)
C (-0.739, -2.222, 0.163)
C (1.164, 1.476, -1.500)
C (-0.457, 0.188, 0.042)
C (-2.028, -2.060, 0.690)
N (3.002, 3.053, 0.556)
C (3.470, 2.532, 1.863)
C (3.989, 3.887, -0.251)
C (1.606, 3.461, 0.559)
C (-2.440, -5.137, 0.254)
C (-3.779, -4.003, 2.727)
C (-4.670, -3.041, -0.140)
Si (-3.220, -3.514, 0.975)
H (-0.030, 2.480, 1.524)
H (2.837, 1.807, -4.863)
H (-0.395, 2.536, -2.328)
H (4.092, 0.908, -3.017)
H (3.014, 0.622, -0.820)
H (-1.952, 1.312, 1.060)
H (0.820, -1.272, -0.841)
H (-3.348, -0.510, 1.494)
H (-0.380, -3.195, -0.022)
H (3.856, 3.314, 2.585)
H (4.347, 1.882, 1.745)
H (2.645, 2.006, 2.407)
H (3.929, 4.885, 0.116)
H (4.935, 3.532, -0.024)
H (3.751, 3.868, -1.355)
H (1.483, 4.225, 1.331)
H (1.430, 3.885, -0.420)
H (-3.058, -5.959, -0.118)
H (-1.936, -5.439, 1.166)
H (-1.740, -4.921, -0.542)
H (-4.419, -3.247, 3.190)
H (-4.290, -4.928, 2.718)
H (-2.946, -4.080, 3.416)
H (-4.869, -1.981, -0.220)
H (-4.573, -3.393, -1.201)
H (-5.604, -3.513, 0.079)

Atom charges from the natural (NBO) analysis, given in e for atoms 1 to 4: N -0.41; C -0.02; C -0.15; C 0.04


Molecular formula: C4H12OS2
Method: DFT, ωB97M-V with the def2-TZVPD basis set

Computed properties:
- Total charge: 0
- Max |F|: 0.027 Eh/bohr
- Highest occupied orbital energy: -8.3 eV
- Calculated total energy: -28060.46018 eV
- LUMO level: 0.84 eV
- Frontier orbital gap: 9.11 eV
- Energy above the lowest of the compared OMol25 structures with the same formula, charge and spin: 39.2 kJ/mol

Geometry (Å):
C (-1.621, -3.219, 0.666)
C (-1.394, -2.913, -0.834)
S (0.264, -2.310, -1.200)
S (0.249, -0.422, -0.393)
C (0.427, 0.626, -1.882)
C (1.248, 1.882, -1.590)
H (-2.595, -2.893, 1.008)
H (-0.806, -2.773, 1.239)
H (-1.467, -4.295, 0.818)
H (-2.178, -2.265, -1.238)
H (-1.450, -3.830, -1.408)
H (0.805, 0.099, -2.746)
H (-0.601, 0.944, -2.073)
H (0.993, 2.610, -2.361)
H (2.314, 1.672, -1.607)
H (0.936, 2.356, -0.655)
H (1.738, 4.331, 5.278)
H (1.700, 5.660, 4.527)
O (1.436, 4.738, 4.453)

Atom charges from the natural (NBO) analysis, given in e for atoms 1 to 4: C -0.63; C -0.54; S 0.09; S 0.06


Molecular formula: C6H6FN2O
Method: DFT, ωB97M-V with the def2-TZVPD basis set

Computed properties:
- Total charge: +1
- Max |F|: 0.051 Eh/bohr
- Highest occupied orbital energy (alpha / beta): -14.8 / -14.1 eV
- Calculated total energy: -14050.21999 eV
- LUMO level (alpha / beta): -7.21 / -6.82 eV
- Frontier orbital gap (alpha / beta): 7.60 / 7.27 eV
- Energy above the lowest of the compared OMol25 structures with the same formula, charge and spin: 346.4 kJ/mol

Geometry (Å):
C (1.519, -1.133, -0.283)
C (0.334, -1.167, 0.462)
C (1.728, -0.153, -1.255)
C (-0.641, -0.228, 0.259)
C (0.769, 0.806, -1.486)
C (-0.424, 0.794, -0.716)
N (-3.961, 1.412, 1.268)
N (-1.311, 1.761, -0.912)
O (-2.343, 2.043, -0.375)
F (-4.948, 1.911, 0.564)
H (2.278, -1.880, -0.104)
H (0.185, -1.940, 1.199)
H (2.644, -0.146, -1.826)
H (-1.572, -0.231, 0.809)
H (0.912, 1.578, -2.227)
H (-3.662, 2.158, 1.920)

Atom charges from the natural (NBO) analysis, given in e for atoms 1 to 4: C -0.01; C -0.22; C -0.23; C -0.09


Molecular formula: C31H48CdCl2N3O4Si
Method: DFT, ωB97M-V with the def2-TZVPD basis set

Computed properties:
- Total charge: -1
- Max |F|: 0.073 Eh/bohr
- Highest occupied orbital energy: -2.8 eV
- Calculated total energy: -83070.60055 eV
- LUMO level: 2.09 eV
- Frontier orbital gap: 4.86 eV
- Energy above the lowest of the compared OMol25 structures with the same formula, charge and spin: 383.9 kJ/mol

Geometry (Å):
C (5.054, -1.057, -2.619)
C (3.931, -0.128, -2.935)
H (5.910, -0.840, -3.263)
H (4.775, -2.119, -2.719)
H (5.351, -0.892, -1.573)
C (3.819, 0.618, -4.043)
C (4.796, 0.660, -5.176)
H (2.982, 1.314, -4.139)
H (5.255, -0.322, -5.380)
H (5.606, 1.383, -4.982)
H (4.297, 0.990, -6.099)
Cd (0.039, -0.336, 1.285)
Cl (1.353, -3.272, -0.756)
C (-1.992, 2.714, -0.794)
O (-2.765, 2.084, -1.484)
N (-2.133, 3.973, -0.404)
C (-3.418, 4.623, -0.671)
C (-1.081, 4.783, 0.205)
H (-0.727, 2.104, -0.392)
H (-4.229, 3.896, -0.535)
H (-3.445, 5.049, -1.687)
H (-3.505, 5.435, 0.050)
H (-0.177, 4.180, 0.346)
H (-1.446, 5.161, 1.168)
H (-0.896, 5.652, -0.445)
H (-3.379, -0.481, 4.301)
H (-1.733, -0.433, 6.287)
C (-3.047, -1.517, 4.099)
C (-1.463, -1.460, 6.006)
N (-1.674, -1.678, 4.585)
H (-3.121, -1.728, 3.024)
C (-0.617, -1.813, 3.798)
O (-0.705, -1.988, 2.538)
H (-0.399, -1.624, 6.183)
H (0.359, -1.787, 4.314)
H (-3.687, -2.210, 4.670)
H (-2.057, -2.178, 6.582)
H (0.755, -2.329, -3.053)
H (-0.816, -0.204, -4.926)
C (-0.294, -2.536, -3.315)
C (-1.612, -0.688, -4.339)
N (-1.077, -1.329, -3.133)
H (-0.698, -3.346, -2.696)
C (-1.349, -0.876, -1.884)
O (-0.879, -1.382, -0.842)
H (-2.360, 0.070, -4.070)
H (-2.036, -0.007, -1.856)
H (-0.351, -2.803, -4.371)
H (-2.049, -1.472, -4.969)
O (2.348, -1.405, -2.173)
C (2.763, -0.171, -1.901)
C (0.724, 1.207, -2.762)
C (1.881, 1.141, -1.986)
H (0.335, 0.300, -3.224)
C (0.141, 2.438, -3.103)
H (3.167, -0.092, -0.866)
C (2.428, 2.340, -1.526)
H (-0.746, 2.438, -3.754)
C (0.727, 3.630, -2.680)
C (1.873, 3.575, -1.870)
H (3.350, 2.301, -0.942)
H (0.321, 4.591, -3.013)
H (2.359, 4.489, -1.535)
Si (2.348, -4.621, 0.373)
Cl (2.267, 0.403, 1.535)
C (1.231, -6.151, 0.465)
C (2.241, -3.943, 2.134)
C (3.988, -4.913, -0.428)
H (0.184, -5.862, 0.641)
H (1.554, -6.800, 1.292)
H (1.280, -6.721, -0.471)
H (3.848, -5.310, -1.438)
H (4.560, -5.636, 0.154)
H (4.570, -3.995, -0.500)
H (2.925, -3.086, 2.291)
H (2.483, -4.758, 2.847)
H (1.192, -3.602, 2.302)
C (-0.774, 1.650, 0.708)
C (-1.063, 1.924, 1.901)
C (-0.998, 2.251, 3.280)
C (0.277, 2.543, 3.850)
C (0.369, 3.010, 5.156)
C (-0.782, 3.095, 5.948)
C (-2.025, 2.658, 5.459)
C (-2.144, 2.245, 4.128)
H (1.178, 2.356, 3.254)
H (1.324, 3.312, 5.582)
H (-0.705, 3.497, 6.962)
H (-2.898, 2.669, 6.123)
H (-3.105, 1.912, 3.720)

Atom charges from the Löwdin analysis, given in e for atoms 1 to 4: C -0.06; C -0.25; H 0.06; H 0.08


Molecular formula: C3H5O3P
Method: DFT, ωB97M-V with the def2-TZVPD basis set

Computed properties:
- Total charge: 0
- Max |F|: 0.073 Eh/bohr
- Highest occupied orbital energy: -9.1 eV
- Calculated total energy: -18623.35347 eV
- LUMO level: 0.67 eV
- Frontier orbital gap: 9.74 eV
- Energy above the lowest of the compared OMol25 structures with the same formula, charge and spin: 79.7 kJ/mol

Geometry (Å):
C (-1.807, 0.183, 0.522)
C (-1.581, 0.174, -0.768)
C (1.815, -0.834, 0.128)
O (1.428, 1.929, 0.170)
O (-0.727, 0.322, 1.351)
O (-0.248, 0.360, -1.158)
P (0.711, 0.638, 0.084)
H (-2.869, 0.054, 0.852)
H (-2.433, 0.091, -1.418)
H (2.347, -0.496, -0.804)
H (2.193, -0.753, 1.109)
H (1.172, -1.668, -0.067)

Atom charges from the natural (NBO) analysis, given in e for atoms 1 to 4: C 0.07; C -0.02; C -0.97; O -1.02


Molecular formula: C32H82ClN6O14
Method: DFT, ωB97M-V with the def2-TZVPD basis set

Computed properties:
- Total charge: -1
- Max |F|: 0.051 Eh/bohr
- Highest occupied orbital energy: -5.4 eV
- Calculated total energy: -84627.02839 eV
- LUMO level: 2.36 eV
- Frontier orbital gap: 7.78 eV
- Energy above the lowest of the compared OMol25 structures with the same formula, charge and spin: 319.4 kJ/mol

Geometry (Å):
Cl (0.395, 0.409, -0.715)
O (1.487, 0.146, -1.602)
O (0.181, 1.801, -0.584)
O (-0.803, -0.110, -1.261)
O (0.558, -0.205, 0.563)
C (1.004, -0.520, 8.023)
O (2.384, -0.991, 8.149)
C (2.620, -2.405, 7.970)
C (2.208, -3.048, 6.586)
N (3.193, -2.773, 5.515)
C (2.731, -2.829, 4.168)
C (1.997, -1.546, 3.830)
O (2.876, -0.460, 4.049)
C (2.325, 0.848, 3.960)
H (1.048, 0.569, 8.003)
H (0.339, -0.859, 8.818)
H (0.588, -0.826, 7.064)
H (1.949, -2.899, 8.673)
H (3.642, -2.639, 8.268)
H (1.182, -2.753, 6.365)
H (2.092, -4.130, 6.646)
H (3.193, -1.763, 5.496)
H (2.128, -3.709, 3.944)
H (3.638, -2.867, 3.564)
H (1.104, -1.409, 4.440)
H (1.692, -1.482, 2.785)
H (3.165, 1.542, 3.939)
H (1.786, 1.131, 4.863)
H (1.761, 0.975, 3.036)
C (-5.410, -0.725, -4.636)
O (-4.216, -1.384, -5.082)
C (-3.588, -2.412, -4.337)
C (-3.507, -2.150, -2.772)
N (-4.828, -2.470, -2.105)
C (-4.608, -2.477, -0.581)
C (-5.894, -2.861, 0.164)
O (-7.010, -1.895, 0.053)
C (-6.718, -0.617, 0.660)
H (-5.195, -0.193, -3.710)
H (-6.242, -1.400, -4.436)
H (-5.722, 0.099, -5.278)
H (-2.563, -2.529, -4.688)
H (-4.028, -3.343, -4.694)
H (-3.044, -1.178, -2.601)
H (-2.775, -2.830, -2.338)
H (-5.525, -1.792, -2.377)
H (-4.348, -1.474, -0.242)
H (-3.839, -3.209, -0.336)
H (-5.656, -3.027, 1.214)
H (-6.316, -3.785, -0.231)
H (-7.617, -0.001, 0.652)
H (-5.970, 0.065, 0.257)
H (-6.506, -0.913, 1.687)
C (-2.584, 3.199, -2.220)
O (-1.346, 3.429, -2.848)
C (-0.669, 4.549, -2.156)
C (0.851, 4.553, -2.551)
N (0.941, 4.898, -3.925)
C (2.308, 4.950, -4.495)
C (3.369, 3.966, -3.989)
O (2.908, 2.680, -4.386)
C (3.766, 1.637, -3.917)
H (-2.557, 3.018, -1.146)
H (-3.038, 2.301, -2.638)
H (-3.218, 4.032, -2.524)
H (-0.811, 4.428, -1.082)
H (-1.208, 5.442, -2.474)
H (1.410, 3.672, -2.235)
H (1.291, 5.351, -1.953)
H (0.746, 5.878, -3.777)
H (2.774, 5.919, -4.315)
H (2.244, 4.842, -5.578)
H (3.560, 4.019, -2.917)
H (4.292, 4.034, -4.565)
H (3.263, 0.689, -4.106)
H (3.916, 1.708, -2.840)
H (4.718, 1.663, -4.447)
C (8.689, -2.064, 1.828)
O (7.452, -2.382, 2.408)
C (6.553, -1.236, 2.630)
C (6.035, -0.541, 1.332)
N (5.458, -1.535, 0.457)
C (4.003, -1.586, 0.618)
C (3.399, -2.924, 0.190)
O (3.567, -3.853, 1.263)
C (2.793, -5.048, 1.129)
H (9.187, -2.920, 1.372)
H (9.424, -1.502, 2.405)
H (8.520, -1.497, 0.912)
H (7.011, -0.558, 3.351)
H (5.717, -1.687, 3.165)
H (6.887, -0.048, 0.864)
H (5.312, 0.263, 1.474)
H (5.825, -2.455, 0.651)
H (3.512, -0.760, 0.104)
H (3.785, -1.524, 1.684)
H (3.758, -3.428, -0.707)
H (2.358, -2.736, -0.076)
H (2.780, -5.445, 0.114)
H (1.768, -4.797, 1.401)
H (3.122, -5.828, 1.814)
C (-2.883, 0.314, 3.799)
C (-2.937, 1.008, 2.426)
C (-3.997, 2.131, 2.348)
O (-5.332, 1.527, 2.325)
C (-6.457, 2.409, 2.376)
N (-1.632, 1.687, 2.255)
H (-2.051, -0.389, 3.778)
H (-3.798, -0.229, 4.035)
H (-2.725, 1.051, 4.586)
H (-3.070, 0.268, 1.637)
H (-3.874, 2.630, 1.387)
H (-3.908, 2.951, 3.060)
H (-6.435, 3.008, 3.286)
H (-7.379, 1.827, 2.391)
H (-6.411, 3.085, 1.522)
H (-0.956, 0.962, 2.056)
H (-1.656, 2.229, 1.403)
C (0.388, -0.743, -5.090)
C (-0.227, 0.639, -5.277)
C (-1.762, 0.710, -5.170)
O (-2.152, 2.062, -5.420)
C (-3.538, 2.249, -5.556)
N (0.390, 1.530, -4.345)
H (0.051, -1.425, -5.870)
H (0.061, -1.067, -4.103)
H (1.475, -0.685, -5.031)
H (0.139, 0.974, -6.247)
H (-2.150, 0.346, -4.218)
H (-2.233, 0.103, -5.943)
H (-3.915, 1.502, -6.255)
H (-3.755, 3.295, -5.774)
H (-4.120, 2.018, -4.664)
H (0.274, 1.153, -3.415)
H (1.392, 1.405, -4.391)

Atom charges from the Löwdin analysis, given in e for atoms 1 to 4: Cl 0.58; O -0.35; O -0.34; O -0.37